Entry 1:
Entry from the Open Molecules 2025 dataset: a structure of composition C33H23N3O8S4W (ωB97M-V/def2-TZVPD).

Geometry as XYZ:
```
72
C33H23N3O8S4W | the Open Molecules 2025 dataset | ωB97M-V/def2-TZVPD
W 4.658 14.215 13.930
S 2.629 16.245 13.986
C 1.334 15.748 12.885
C 0.165 16.464 13.004
C -0.958 16.136 12.266
C -0.888 15.003 11.426
C 0.335 14.348 11.212
C 1.454 14.707 11.989
S 3.087 14.049 11.768
C 2.810 12.252 11.419
C 3.898 11.450 12.103
C 4.356 10.170 11.816
C 5.448 9.642 12.488
C 6.079 10.392 13.492
C 5.634 11.703 13.745
C 6.259 12.746 14.563
S 5.458 16.240 15.087
C 4.959 17.904 15.381
C 5.420 18.435 16.580
C 5.108 19.720 16.968
C 4.260 20.456 16.128
C 3.777 19.940 14.944
C 4.172 18.674 14.522
S 3.400 18.086 13.110
N 4.476 12.097 13.154
H 0.134 17.295 13.709
H -1.904 16.633 12.421
H -1.758 14.676 10.859
H 0.445 13.683 10.341
H 2.887 12.117 10.320
H 1.833 11.932 11.746
H 3.854 9.648 11.026
H 5.848 8.670 12.184
H 6.796 9.973 14.223
H 7.284 13.005 14.250
H 6.346 12.436 15.659
H 6.068 17.841 17.245
H 5.504 20.093 17.918
H 3.895 21.435 16.438
H 3.039 20.480 14.365
O 5.897 13.545 10.471
C 6.326 14.410 11.216
O 5.951 14.721 12.461
C 7.489 15.386 10.862
C 8.033 15.120 9.571
C 8.997 16.005 9.029
C 9.400 17.112 9.761
C 8.812 17.348 11.024
C 7.885 16.510 11.633
N 9.168 18.632 11.630
O 8.497 18.963 12.604
O 10.064 19.303 11.128
H 7.685 14.286 8.965
H 9.415 15.903 7.995
H 10.013 17.917 9.387
H 7.511 16.638 12.653
O 1.477 13.400 14.585
C 2.411 13.220 15.351
O 3.519 13.953 15.433
C 2.502 12.065 16.248
C 1.297 11.319 16.224
C 1.082 10.218 17.029
C 2.151 9.809 17.782
C 3.384 10.504 17.834
C 3.485 11.668 17.102
N 1.921 8.863 18.794
O 2.882 8.822 19.655
O 0.883 8.258 18.907
H 0.536 11.713 15.551
H 0.176 9.616 17.060
H 4.255 10.053 18.367
H 4.386 12.244 17.231
```

Output
- LUMO level (spin up / spin down) (eV) = -8.89 / -8.89
- net charge = +2
- gap between HOMO and LUMO (spin up / spin down) (eV) = 5.303 / 5.302
- HOMO level (spin up / spin down) (eV) = -14.188 / -14.188
- strongest force on any atom (eV Å⁻¹) = 5.45



Entry 2:
Entry from the Open Molecules 2025 dataset: a structure of composition C4H6O2 (ωB97M-V/def2-TZVPD).

Geometry as XYZ:
```
12
C4H6O2 | the Open Molecules 2025 dataset | ωB97M-V/def2-TZVPD
C 1.732 0.166 -0.144
O 1.297 -0.522 1.027
C 0.334 -0.214 0.026
C -0.829 0.671 0.385
O -1.884 -0.242 -0.052
C -0.459 -1.309 -0.643
H 2.362 -0.416 -0.817
H 2.051 1.200 0.004
H -0.935 1.571 -0.224
H -0.915 0.919 1.448
H -2.157 -0.801 0.690
H -0.597 -1.022 -1.699
```

Output
- LUMO level (eV) = 0.52
- gap between HOMO and LUMO (eV) = 8.749
- HOMO level (eV) = -8.233
- energy relative to the best compared isomer or geometry (same formula, charge and spin) (kcal per mole) = 135.5
- strongest force on any atom (eV Å⁻¹) = 0.29



Entry 3:
Entry from the Open Molecules 2025 dataset: a cluster of 9 separate species, C42H109N7O13 in total (ωB97M-V/def2-TZVPD).

Geometry as XYZ:
```
171
C42H109N7O13 | the Open Molecules 2025 dataset | ωB97M-V/def2-TZVPD
C -2.182 -4.594 4.153
O -2.139 -3.633 3.087
C -1.554 -2.412 3.424
C -2.355 -1.311 2.554
C -2.013 0.195 2.884
N -3.727 -1.290 2.964
H -1.205 -4.998 4.417
H -2.696 -5.430 3.679
H -2.706 -4.270 5.052
H -1.620 -2.308 4.507
H -0.563 -2.483 2.975
H -2.321 -1.406 1.468
H -2.642 0.871 2.304
H -0.966 0.450 2.718
H -2.143 0.313 3.960
H -3.887 -2.285 3.032
H -4.424 -0.847 2.382
C 0.285 3.450 -4.630
O 0.011 4.791 -4.208
C -1.242 5.397 -4.488
C -1.557 5.645 -6.040
C -1.552 7.086 -6.556
N -2.798 5.078 -6.520
H -0.473 2.824 -4.159
H 1.160 2.929 -4.242
H 0.396 3.466 -5.714
H -2.030 4.900 -3.922
H -1.412 6.349 -3.985
H -0.804 5.076 -6.586
H -2.352 7.626 -6.049
H -1.599 7.249 -7.633
H -0.644 7.648 -6.338
H -3.544 5.710 -6.265
H -3.024 4.202 -6.071
C 2.788 2.582 7.820
O 1.598 2.726 7.167
C 1.694 2.788 5.737
C 0.460 3.406 5.118
C 0.433 3.222 3.597
N 0.386 4.887 5.371
H 3.577 3.187 7.375
H 3.191 1.582 7.656
H 2.677 2.838 8.874
H 2.546 3.399 5.437
H 1.913 1.782 5.378
H -0.424 2.896 5.501
H 1.053 3.971 3.106
H -0.586 3.475 3.305
H 0.729 2.223 3.278
H 0.829 5.502 4.703
H 0.671 5.080 6.320
C 6.024 0.848 -3.194
O 5.862 -0.017 -2.036
C 5.136 -1.246 -2.111
C 3.710 -1.079 -1.653
N 2.817 -2.300 -1.369
C 3.199 -2.672 -0.043
C 2.440 -3.880 0.445
O 1.152 -3.532 0.882
C 0.280 -4.672 0.640
H 5.263 1.626 -3.131
H 6.061 0.400 -4.187
H 6.938 1.428 -3.065
H 5.718 -1.961 -1.529
H 5.334 -1.455 -3.163
H 3.236 -0.473 -2.425
H 3.811 -0.452 -0.767
H 1.820 -2.217 -1.510
H 3.147 -1.838 0.656
H 4.251 -2.951 0.010
H 2.992 -4.330 1.270
H 2.496 -4.685 -0.288
H 0.182 -5.335 1.500
H 0.393 -5.272 -0.263
H -0.677 -4.161 0.748
C 8.932 7.868 3.478
O 7.894 7.174 2.838
C 7.083 7.963 2.015
C 5.701 7.358 1.786
N 5.854 5.999 1.159
C 4.563 5.280 1.125
C 4.631 3.817 0.686
O 5.007 3.028 1.817
C 5.166 1.751 1.380
H 9.793 8.012 2.825
H 9.243 7.229 4.305
H 8.590 8.772 3.980
H 7.563 8.090 1.045
H 7.002 8.933 2.506
H 5.192 8.090 1.159
H 5.111 7.408 2.700
H 6.592 5.563 1.694
H 3.931 5.743 0.367
H 4.058 5.485 2.069
H 5.397 3.776 -0.088
H 3.681 3.546 0.226
H 4.341 1.278 0.846
H 5.382 1.140 2.257
H 6.038 1.669 0.732
C -9.258 -6.876 -0.933
O -8.633 -5.751 -0.323
C -7.392 -5.378 -0.916
C -7.118 -3.860 -0.580
N -8.219 -3.053 -1.030
C -8.273 -1.704 -0.461
C -7.156 -0.661 -0.807
O -5.796 -0.987 -0.420
C -4.803 -0.240 -1.013
H -9.563 -6.798 -1.977
H -10.135 -7.128 -0.336
H -8.668 -7.764 -0.706
H -7.250 -5.610 -1.971
H -6.585 -5.973 -0.487
H -6.271 -3.574 -1.205
H -6.819 -3.722 0.459
H -9.011 -3.666 -0.906
H -8.355 -1.878 0.612
H -9.120 -1.121 -0.822
H -7.569 0.283 -0.452
H -7.190 -0.588 -1.894
H -4.839 -0.131 -2.097
H -3.869 -0.656 -0.635
H -4.727 0.780 -0.636
C -3.961 -1.663 -4.803
O -2.902 -1.280 -3.888
C -2.404 -2.199 -2.998
C -1.685 -3.267 -3.858
N -0.787 -4.086 -2.945
C -0.363 -5.265 -3.682
C -1.485 -6.273 -4.011
O -1.797 -6.240 -5.369
C -0.977 -6.866 -6.299
H -4.646 -2.349 -4.303
H -3.681 -2.160 -5.732
H -4.539 -0.789 -5.102
H -3.194 -2.691 -2.431
H -1.814 -1.819 -2.165
H -1.220 -2.815 -4.734
H -2.500 -3.864 -4.268
H -0.017 -3.609 -2.499
H 0.403 -5.707 -3.045
H 0.139 -4.869 -4.564
H -2.293 -5.994 -3.335
H -1.088 -7.189 -3.573
H -1.519 -7.278 -7.150
H -0.544 -7.767 -5.864
H -0.168 -6.209 -6.621
C 2.422 -0.695 3.601
C 1.717 -1.118 4.959
C 1.514 -2.608 5.140
O 2.583 -0.731 5.919
H 2.059 0.286 3.296
H 2.216 -1.459 2.851
H 3.501 -0.557 3.678
H 0.773 -0.583 5.065
H 0.947 -2.704 6.066
H 2.521 -3.020 5.216
H 0.914 -3.083 4.364
H 1.991 -0.672 6.673
C 1.024 0.286 0.267
C 0.070 -0.172 -0.847
C 0.121 0.659 -2.126
O 0.330 -1.515 -1.176
H 1.799 0.863 -0.238
H 1.423 -0.415 1.000
H 0.491 1.050 0.831
H -0.940 -0.217 -0.440
H 1.028 0.418 -2.681
H 0.031 1.680 -1.757
H -0.775 0.417 -2.697
H 0.360 -2.087 -0.405
```

Output
- LUMO level (eV) = 0.53
- gap between HOMO and LUMO (eV) = 8.991
- HOMO level (eV) = -8.464
- energy relative to the best compared isomer or geometry (same formula, charge and spin) (kcal per mole) = 154.2
- SMILES = COC[C@H](C)N.COC[C@H](C)N.COC[C@H](C)N.COCCNCCOC.COCCNCCOC.COCCNCCOC.COCCNCCOC.CC(C)O.CC(C)O
- strongest force on any atom (eV Å⁻¹) = 4.05



Entry 4:
Entry from the Open Molecules 2025 dataset: the molecule C4H9NO2 (ωB97M-V/def2-TZVPD).

Geometry as XYZ:
```
16
C4H9NO2 | the Open Molecules 2025 dataset | ωB97M-V/def2-TZVPD
C 0.141 2.304 -0.867
N 0.441 0.927 -0.526
C -0.047 -0.007 -1.227
O 0.073 -1.315 -0.978
C 0.502 -1.769 0.332
C -0.260 -1.038 1.447
O 0.442 0.060 1.958
H -0.554 2.726 -0.127
H 1.061 2.896 -0.822
H -0.302 2.415 -1.866
H -0.692 0.156 -2.099
H 0.261 -2.838 0.321
H 1.591 -1.656 0.453
H -1.244 -0.761 1.021
H -0.450 -1.706 2.295
H 0.660 0.582 1.160
```

Output
- LUMO level (eV) = 1.00
- gap between HOMO and LUMO (eV) = 10.813
- HOMO level (eV) = -9.818
- energy relative to the best compared isomer or geometry (same formula, charge and spin) (kcal per mole) = 45.9
- SMILES = C/N=C/OCCO
- strongest force on any atom (eV Å⁻¹) = 0.49



Entry 5:
Entry from the Open Molecules 2025 dataset: a cluster of 2 separate species, C5H6N4O in total (ωB97M-V/def2-TZVPD).

Geometry as XYZ:
```
16
C5H6N4O | the Open Molecules 2025 dataset | ωB97M-V/def2-TZVPD
N -0.920 1.495 -0.136
C 0.154 1.066 -0.227
C 1.521 0.651 -0.337
C 2.232 0.746 -1.547
N 3.503 0.413 -1.647
C 4.122 -0.030 -0.534
N 5.421 -0.335 -0.627
N 3.520 -0.175 0.667
C 2.246 0.162 0.760
H 1.743 1.120 -2.450
H 5.930 -0.698 0.165
H 5.905 -0.211 -1.504
H 1.767 0.022 1.732
O -3.371 -0.171 -0.870
H -2.617 -0.444 -1.430
H -3.234 0.769 -0.681
```

Output
- LUMO level (eV) = 0.26
- gap between HOMO and LUMO (eV) = 9.684
- HOMO level (eV) = -9.428
- energy relative to the best compared isomer or geometry (same formula, charge and spin) (kcal per mole) = 8.5
- SMILES = N#Cc1cnc(N)nc1.O
- strongest force on any atom (eV Å⁻¹) = 1.24



Entry 6:
Entry from the Open Molecules 2025 dataset: the molecule C5H9NO (ωB97M-V/def2-TZVPD).

Geometry as XYZ:
```
16
C5H9NO | the Open Molecules 2025 dataset | ωB97M-V/def2-TZVPD
C 1.549 0.438 -0.058
C 0.197 -0.266 0.128
C -0.318 -0.822 -1.215
C 0.332 -1.377 1.087
N 0.373 -2.235 1.862
C -0.829 0.723 0.755
O -1.217 1.736 -0.143
H 1.411 1.310 -0.707
H 1.942 0.780 0.904
H 2.288 -0.232 -0.511
H 0.515 -1.097 -1.869
H -0.886 -0.048 -1.736
H -0.954 -1.702 -1.084
H -1.696 0.171 1.145
H -0.351 1.231 1.597
H -1.912 1.383 -0.713
```

Output
- LUMO level (eV) = 0.57
- gap between HOMO and LUMO (eV) = 11.424
- HOMO level (eV) = -10.849
- energy relative to the best compared isomer or geometry (same formula, charge and spin) (kcal per mole) = 25.8
- SMILES = CC(C)(C#N)CO
- strongest force on any atom (eV Å⁻¹) = 1.07



Entry 7:
Entry from the Open Molecules 2025 dataset: the molecule C5H11NO (ωB97M-V/def2-TZVPD).

Geometry as XYZ:
```
18
C5H11NO | the Open Molecules 2025 dataset | ωB97M-V/def2-TZVPD
C -1.938 -0.676 2.093
O -0.611 -0.760 1.629
C -0.343 0.193 0.650
C 1.122 0.408 0.262
N 0.629 0.714 -1.085
C 1.468 0.483 -2.232
C -0.547 -0.127 -0.847
H -2.052 -1.393 2.908
H -2.662 -0.919 1.301
H -2.165 0.334 2.470
H -0.817 1.154 0.900
H 1.702 1.194 0.757
H 1.668 -0.553 0.314
H 1.858 -0.550 -2.303
H 2.320 1.171 -2.196
H 0.903 0.704 -3.144
H -0.354 -1.203 -1.025
H -1.467 0.179 -1.358
```

Output
- LUMO level (eV) = 1.11
- gap between HOMO and LUMO (eV) = 9.828
- HOMO level (eV) = -8.721
- energy relative to the best compared isomer or geometry (same formula, charge and spin) (kcal per mole) = 55.5
- SMILES = COC1CN(C)C1
- strongest force on any atom (eV Å⁻¹) = 0.29



| no. | molar mass (g mol⁻¹) |
| --- | --- |
| 1 | 901.668 |
| 2 | 86.090 |
| 3 | 920.370 |
| 4 | 103.121 |
| 5 | 138.130 |
| 6 | 99.133 |
| 7 | 101.149 |